The following is a quantum chemistry calculation of a structure of composition C5H7F3 at a distorted geometry, from the Open Molecules 2025 dataset.

Geometry as XYZ:
```
15
Properties=species:S:1:pos:R:3:lowdin_charge:R:1
C 1.141 -0.131 1.411 -0.032
C -0.083 -0.027 -0.202 -0.291
C -0.259 -0.700 1.099 -0.587
C -0.555 1.363 -0.416 -0.057
C 0.051 -0.757 -1.442 -0.054
F 1.293 1.061 1.912 0.061
F -0.298 -1.975 1.093 0.171
F -1.259 -0.332 1.971 0.087
H 2.051 -0.689 1.368 0.124
H -1.495 1.168 -1.078 0.129
H 0.253 1.919 -0.879 0.090
H -0.932 1.958 0.427 0.089
H -0.625 -1.619 -1.357 0.100
H 0.965 -1.255 -1.764 0.093
H -0.248 0.015 -2.143 0.076
```

## Properties
Net charge: 0
Frontier orbital gap: 9.226 eV
2S+1: 1
Total energy: -13447.8142 eV
Energy relative to the best compared isomer or geometry (same formula, charge and spin): 233.6 kJ/mol
F_max: 4.604 eV Å⁻¹